# 1
Entry from the OMol25 dataset: a structure of composition C5H7NO (ωB97M-V/def2-TZVPD).

Computed properties:
E_tot   -324.575613 Ha
Kohn-Sham gap   9.8 eV
ΔE to the lowest compared entry with this formula, charge and spin   93.4 kcal/mol
Multiplicity   1

Last column: Löwdin charge in e.
Atoms and positions in Å:
1 C -3.0964 -0.7509 -1.9546  -0.5464
2 C 0.0726 -0.9098 -0.8492  -0.0529
3 C -0.2259 -0.2141 0.5294  -0.2923
4 C -0.9797 0.1121 -0.7629  -0.0105
5 C 0.6683 0.8657 0.9640  -0.0899
6 N -3.5559 -0.8626 -2.9824  0.1303
7 O -2.7285 -0.6155 -0.7901  0.0333
8 H 0.9620 -0.6896 -1.3953  0.1010
9 H -0.3461 -1.9631 -0.9561  0.1449
10 H -0.9039 -0.7342 1.1925  0.1424
11 H -0.9443 1.0513 -1.2162  0.1200
12 H 1.1300 1.4254 0.0582  0.1199
13 H 1.3948 0.3893 1.6418  0.0843
14 H -0.0216 1.5736 1.5681  0.1158

***

# 2
Entry from the OMol25 dataset: a structure of composition C21H15F5N3NiS2 (ωB97M-V/def2-TZVPD).

Computed properties:
E_tot   -3777.235800 Ha
Kohn-Sham gap (spin up / spin down)   7.7 / 6.3 eV
⟨S²⟩   2.019
Multiplicity   3
Net charge   +1

Last column: Löwdin charge in e.
Atoms and positions in Å:
1 Ni -1.0751 0.4187 -1.7548  0.3588
2 C -0.6486 2.6455 -2.5590  -0.0704
3 C -0.9352 2.8423 -1.2031  -0.0672
4 C -2.1321 2.3662 -0.6704  -0.1031
5 C -3.0452 1.6806 -1.4836  -0.0709
6 C -2.7751 1.5087 -2.8484  -0.0965
7 C -1.5779 2.0043 -3.3851  -0.1331
8 H 0.2500 3.0655 -2.9885  0.1316
9 H -0.2561 3.4209 -0.5916  0.1281
10 H -2.3848 2.5684 0.3604  0.1225
11 H -3.9933 1.3583 -1.0762  0.1326
12 H -3.5125 1.0589 -3.4980  0.1322
13 H -1.3879 1.9222 -4.4459  0.1265
14 C 0.7134 -3.4690 -4.8962  -0.0237
15 N 1.0209 -3.2334 -3.4979  -0.1152
16 C 1.8100 -4.0194 -2.6849  -0.0142
17 C 1.8787 -3.4135 -1.4857  -0.0174
18 N 1.1305 -2.2487 -1.5660  0.0071
19 C 0.6049 -2.1524 -2.8096  -0.6413
20 S -0.3858 -0.9529 -3.4811  0.7922
21 C 1.0711 -1.2587 -0.5295  -0.3447
22 C 2.2245 -1.0278 0.1433  -0.0233
23 C 2.5151 -0.0888 1.1922  -0.0808
24 C 1.7500 0.7474 1.9043  -0.0738
25 C 0.2723 0.9868 1.9374  -0.4411
26 N -0.1370 -0.6588 -0.3929  -0.4214
27 H 1.1643 -4.4084 -5.2013  0.0992
28 H 1.1036 -2.6552 -5.5054  0.0949
29 H -0.3646 -3.5226 -5.0403  0.0928
30 H 2.2464 -4.9424 -3.0221  0.1341
31 H 2.3480 -3.7431 -0.5774  0.1359
32 H 3.0826 -1.5935 -0.1943  0.1071
33 H 3.5703 -0.0537 1.4388  0.1108
34 H 2.2616 1.3512 2.6480  0.1242
35 H 0.0495 1.9701 1.5220  0.0870
36 F -1.0531 1.1683 7.4212  0.1584
37 C -0.7784 1.1112 6.1303  -0.1276
38 C -0.5442 -0.1102 5.5198  -0.1290
39 F -0.5984 -1.2293 6.2320  0.1443
40 C -0.2260 -0.1611 4.1734  -0.1739
41 F 0.0781 -1.3486 3.6558  0.1082
42 C -0.1687 0.9896 3.3907  -0.1262
43 S -0.8471 -0.1599 1.0046  1.0055
44 C -0.4051 2.1984 4.0350  -0.1540
45 F -0.3348 3.3364 3.3296  0.1054
46 C -0.6948 2.2764 5.3850  -0.1334
47 F -0.8839 3.4552 5.9650  0.1430

***

# 3
Entry from the OMol25 dataset: the molecule C4H10O2 (ωB97M-V/def2-TZVPD).

Computed properties:
E_tot   -308.706486 Ha
Kohn-Sham gap   7.4 eV
ΔE to the lowest compared entry with this formula, charge and spin   120.3 kcal/mol
Multiplicity   1

Last column: Löwdin charge in e.
Atoms and positions in Å:
1 C 0.4972 1.2511 -1.5344  -0.0443
2 C 0.2177 0.5868 -0.1941  -0.4193
3 O -0.9622 1.1284 0.4129  -0.0424
4 C -0.0018 -0.9164 -0.3664  -0.1694
5 C 0.4211 -1.5766 1.6886  -0.0686
6 O -0.8863 -1.4447 0.7392  -0.1264
7 H 0.5658 2.3345 -1.4025  0.0870
8 H 1.4384 0.8987 -1.9702  0.0904
9 H -0.3056 1.0382 -2.2533  0.0843
10 H 1.0233 0.7813 0.5185  0.1398
11 H -1.6192 1.2286 -0.2902  0.1057
12 H 0.9620 -1.4331 -0.4919  0.1269
13 H -0.6381 -1.1243 -1.2206  0.1185
14 H 0.0402 -1.3162 2.6724  -0.0124
15 H 0.5189 -2.6649 1.6079  0.0028
16 H -1.3639 -0.6297 1.0376  0.1276

***

# 4
Entry from the OMol25 dataset: a cluster of 6 separate species, C5H23N10O6 in total (ωB97M-V/def2-TZVPD).

Computed properties:
E_tot   -1203.329043 Ha
Kohn-Sham gap   10.0 eV
ΔE to the lowest compared entry with this formula, charge and spin   6.2 kcal/mol
Multiplicity   1
Net charge   +1

Last column: Löwdin charge in e.
Atoms and positions in Å:
1 O 21.4068 -4.9355 -16.3660  0.1629
2 H 21.4345 -5.0105 -17.3592  0.0975
3 H 21.4334 -3.9734 -16.0957  0.0804
4 H 20.4736 -5.2850 -16.1507  0.0966
5 C 23.3649 -3.4590 -18.9783  -0.6560
6 O 23.2059 -4.4882 -18.3237  0.0117
7 N 22.9503 -2.2390 -18.5147  0.1780
8 N 23.7685 -3.4668 -20.2800  0.1515
9 H 23.2247 -1.4247 -19.0286  0.0992
10 H 22.6308 -2.2614 -17.5609  0.0739
11 H 24.0536 -2.6314 -20.7641  0.1009
12 H 24.1831 -4.2701 -20.7209  0.1119
13 C 21.0097 -1.7720 -14.6408  -0.5988
14 O 21.2765 -2.3407 -15.7180  -0.0078
15 N 21.2002 -0.4600 -14.4257  0.1795
16 N 20.7123 -2.5305 -13.5352  0.1814
17 H 21.7820 0.0692 -15.0540  0.1205
18 H 21.1289 -0.0120 -13.5303  0.1113
19 H 20.5163 -2.0054 -12.7054  0.1058
20 H 20.6776 -3.5141 -13.7260  0.0996
21 C 18.5664 -6.3223 -14.3685  -0.6021
22 O 19.2989 -5.6144 -15.0753  -0.0237
23 N 18.7271 -7.6631 -14.2569  0.1883
24 N 17.5399 -5.8105 -13.6224  0.1872
25 H 18.0471 -8.2200 -13.7769  0.1124
26 H 19.4337 -8.0786 -14.8360  0.1198
27 H 17.4226 -4.8241 -13.4869  0.1115
28 H 17.0043 -6.3960 -13.0097  0.1096
29 C 19.7622 -4.6419 -19.7933  -0.6277
30 O 20.2683 -4.3641 -18.7039  -0.0037
31 N 20.3751 -4.4370 -20.9934  0.1813
32 N 18.5361 -5.2237 -19.8674  0.1716
33 H 21.3380 -4.1520 -20.8895  0.0860
34 H 19.9893 -4.7058 -21.8735  0.1026
35 H 17.9883 -5.3902 -19.0431  0.0877
36 H 18.2334 -5.5648 -20.7582  0.1009
37 C 15.8431 -4.4106 -16.5149  -0.6759
38 O 15.3932 -5.5309 -16.3039  0.0177
39 N 15.0464 -3.2967 -16.4101  0.1450
40 N 17.1397 -4.1429 -16.8816  0.1547
41 H 15.5523 -2.4388 -16.2749  0.0884
42 H 14.1685 -3.4126 -15.9367  0.1048
43 H 17.3403 -3.2859 -17.3578  0.0998
44 H 17.8114 -4.8409 -16.6188  0.0639

***

# 5
Entry from the OMol25 dataset: a structure of composition C13H8F3MnN3O6 (ωB97M-V/def2-TZVPD).

Computed properties:
E_tot   -2565.799832 Ha
Kohn-Sham gap (spin up / spin down)   6.3 / 7.4 eV
ΔE to the lowest compared entry with this formula, charge and spin   1.5 kcal/mol
⟨S²⟩   0.898
Multiplicity   2
Net charge   +2

Last column: Löwdin charge in e.
Atoms and positions in Å:
1 Mn 0.2949 0.2201 0.1600  0.9896
2 O -2.9746 3.2844 -4.4065  0.2829
3 C -4.0513 3.8231 -4.2437  -0.1046
4 O -5.0423 4.3432 -4.1622  0.4611
5 C -2.1766 2.5981 -3.3546  -0.0813
6 C -0.8557 2.4312 -3.6776  0.0889
7 C -0.0931 1.7718 -2.7237  -0.0094
8 N -0.6189 1.3430 -1.5773  0.1181
9 C -1.9088 1.5449 -1.3281  -0.1169
10 C -2.7761 2.1769 -2.2028  0.1254
11 C -2.3842 1.0175 0.0001  -0.4605
12 O -3.5026 1.1305 0.3739  0.2259
13 O -1.3716 0.4529 0.6612  -0.0490
14 H -0.4310 2.7822 -4.6080  0.1561
15 H 0.9606 1.5922 -2.8921  0.1405
16 H -3.8221 2.2850 -1.9339  0.1652
17 F 0.2930 -2.1710 1.3726  0.2297
18 C 1.0634 -1.1157 1.3916  -0.5724
19 F 0.7303 -0.2744 2.3858  0.1889
20 F 2.3232 -1.4210 1.4069  0.2356
21 C 3.2722 -2.6245 -3.5525  0.0336
22 N 2.9804 -1.5236 -2.6178  -0.0149
23 C 3.9112 -0.6192 -2.2648  0.0174
24 C 3.6872 0.4025 -1.3809  0.0549
25 C 2.4154 0.4079 -0.8184  -0.4451
26 O 1.9075 1.1738 0.1084  -0.0202
27 N 1.4813 -0.4965 -1.1672  0.0696
28 C 1.6723 -1.4997 -2.0992  -0.4642
29 O 0.8161 -2.2651 -2.4470  0.1387
30 H 4.2951 -2.5279 -3.9031  0.1028
31 H 2.5827 -2.5827 -4.3903  0.1076
32 H 3.1420 -3.5760 -3.0438  0.1140
33 H 4.8805 -0.7469 -2.7291  0.1541
34 H 4.4522 1.1081 -1.0995  0.1383

***

# 6
Entry from the OMol25 dataset: the molecule CH9N4P (ωB97M-V/def2-TZVPD).

Computed properties:
E_tot   -603.887297 Ha
Kohn-Sham gap   9.2 eV
ΔE to the lowest compared entry with this formula, charge and spin   0.0 kcal/mol
Multiplicity   1
SMILES string   CNP(=N)(N)N

Last column: Löwdin charge in e.
Atoms and positions in Å:
1 C 1.9621 0.1855 0.1992  -0.2144
2 N -0.2792 1.7612 -0.3544  -0.2286
3 N -1.5636 -0.2747 1.4001  -0.0966
4 N -1.4962 -0.5320 -1.2923  -0.0937
5 N 0.7597 -0.6181 0.1422  -0.2009
6 P -0.7001 0.1893 -0.0088  0.5042
7 H 2.5763 0.1515 1.0954  0.0625
8 H 2.6946 -0.1555 -0.7098  0.1121
9 H 1.8672 1.2135 -0.0557  0.0164
10 H -0.7147 2.1026 -1.1827  -0.0820
11 H -2.5044 0.0540 1.3676  0.0265
12 H -1.1588 0.2346 2.1713  0.0371
13 H -0.9999 -1.2723 -1.7215  0.0275
14 H -1.8604 0.2030 -1.9000  0.0462
15 H 0.8432 -1.3202 0.8729  0.0835

***

# 7
Entry from the OMol25 dataset: the molecule C8H13N3 (ωB97M-V/def2-TZVPD).

Computed properties:
E_tot   -476.741001 Ha
Kohn-Sham gap (spin up / spin down)   5.6 / 7.2 eV
ΔE to the lowest compared entry with this formula, charge and spin   101.4 kcal/mol
Multiplicity   1

Last column: Löwdin charge in e.
Atoms and positions in Å:
1 C 2.2248 1.2179 0.7528  -0.1025
2 C 3.7529 -0.2487 0.0448  -0.1024
3 C 1.4851 0.2296 -0.0028  -0.1157
4 C 2.5833 -0.7366 -0.5393  -0.3871
5 C -0.9306 -0.0779 -0.7883  -0.0436
6 C -3.0057 -1.2990 -0.2510  -0.0772
7 C -2.6509 1.0409 0.6689  -0.0589
8 C -2.4324 0.0294 -0.5260  -0.4081
9 N 3.4931 0.8196 0.8394  -0.0080
10 N 0.1147 0.3582 -0.0695  0.0402
11 N 2.4025 -1.7348 -1.3422  0.0485
12 H 1.8940 1.8850 1.4598  0.0813
13 H 4.7154 -0.6720 0.0441  0.0951
14 H -0.4650 -0.6746 -1.5966  0.1280
15 H -4.0415 -1.1070 -0.1163  0.0772
16 H -2.5984 -1.5216 0.6756  0.0645
17 H -2.8248 -2.0414 -0.9900  0.0833
18 H -3.7495 1.4331 0.6733  0.1207
19 H -2.0050 1.7804 0.4307  0.0133
20 H -2.3660 0.5840 1.6448  0.0947
21 H -2.8580 0.5121 -1.3863  0.1229
22 H 4.1615 1.4843 1.1478  0.1441
23 H -0.2025 1.0326 0.6541  0.1393
24 H 3.3028 -2.2938 -1.4278  0.0505

***

# 8
Entry from the OMol25 dataset: a structure of composition C5H7NO2 (ωB97M-V/def2-TZVPD).

Computed properties:
E_tot   -399.809969 Ha
Kohn-Sham gap (spin up / spin down)   7.9 / 7.9 eV
ΔE to the lowest compared entry with this formula, charge and spin   97.6 kcal/mol
Multiplicity   1

Last column: Löwdin charge in e.
Atoms and positions in Å:
1 C -1.8076 -1.3918 0.3410  -0.2040
2 C -0.0634 -0.4578 -0.7136  -0.0827
3 C -1.5213 0.7536 0.0078  -0.2506
4 C 1.9204 0.2855 0.5708  -0.0981
5 C 1.3880 -0.2012 -0.7810  -0.2310
6 N -2.3081 -0.1574 0.4469  0.0885
7 O -0.6185 -1.5348 -0.2261  0.0170
8 O -1.6709 2.0319 -0.2300  0.0826
9 H -2.3391 -2.2638 0.6538  0.1170
10 H 2.9723 0.5463 0.4973  0.0670
11 H 1.8042 -0.4963 1.3203  0.0765
12 H 1.3654 1.1630 0.8969  0.0699
13 H 1.9036 -1.1235 -1.0692  0.1159
14 H 1.5761 0.5505 -1.5508  0.1076
15 H -2.6013 2.2959 -0.1643  0.1244

***

Q: Which value of E_tot does entry 8 give?
A: -399.809969 Ha